No. 1
{"formula": "C3H3LuO", "method": "ωB97M-V with the def2-TZVPD basis set", "species": ["C", "C", "C", "H", "H", "H", "O", "Lu"], "positions_angstrom": [[0.061, -0.151, 0.162], [0.482, -0.053, -1.337], [1.060, 0.638, -0.163], [-0.141, 0.499, -2.057], [0.988, -0.919, -1.793], [1.876, 1.272, 0.178], [-2.764, -0.374, 3.251], [-1.562, -0.914, 1.760]], "forces_ev_per_angstrom": [[-0.175, 0.612, 0.480], [0.046, -0.064, -0.341], [0.014, -0.525, -0.039], [0.188, -0.174, 0.349], [-0.108, 0.349, 0.186], [-0.403, -0.137, -0.120], [2.901, -1.013, -3.496], [-2.463, 0.953, 2.980]], "nbo_charge": [-0.716, -0.466, -0.216, 0.175, 0.171, 0.219, -1.370, 2.204], "e_above_lowest_ev": 0.000, "charge": 0, "orbital_gap_ev": 6.634}

No. 2
{"formula": "C6H8N2O", "method": "ωB97M-V with the def2-TZVPD basis set", "species": ["H", "N", "C", "C", "C", "C", "C", "C", "O", "N", "H", "H", "H", "H", "H", "H", "H"], "positions_angstrom": [[-0.522, -2.795, 1.643], [-0.169, -1.907, 2.093], [-0.337, -0.988, 1.240], [-1.030, -1.226, -0.041], [-0.617, -0.695, -1.216], [0.522, 0.250, -1.034], [0.947, 1.611, -1.453], [0.179, 1.403, -0.153], [0.735, 1.247, 1.105], [-0.106, 0.319, 1.795], [-1.747, -2.066, -0.012], [-1.088, -0.886, -2.185], [1.323, -0.322, -0.527], [1.994, 1.914, -1.537], [0.272, 2.138, -2.177], [-0.804, 1.839, -0.128], [0.448, 0.162, 2.588]], "forces_ev_per_angstrom": [[0.384, 0.954, 0.968], [-0.187, -1.888, -0.753], [-0.291, 0.923, 0.700], [0.042, -0.621, -1.885], [-0.555, 0.106, 0.328], [-0.087, -1.232, 0.698], [-1.064, 1.148, -0.507], [1.128, 0.180, -0.356], [0.347, 0.743, -0.052], [-0.554, 0.027, -1.405], [0.233, 0.701, -0.060], [0.119, -0.200, 0.441], [-0.167, 0.626, -0.491], [-0.350, -0.441, 0.212], [0.838, -0.483, 0.606], [-0.405, -0.216, -0.120], [0.569, -0.327, 1.676]], "nbo_charge": [0.335, -0.630, 0.348, -0.294, -0.112, -0.332, -0.403, 0.082, -0.373, -0.332, 0.223, 0.218, 0.236, 0.241, 0.223, 0.194, 0.376], "e_above_lowest_ev": 4.553, "smiles": "[H]/N=C1\\C=C[C@H]2C[C@@H]2ON1", "charge": 0, "orbital_gap_ev": 9.532}

No. 3
{"formula": "C17H28N2O4", "method": "ωB97M-V with the def2-TZVPD basis set", "species": ["C", "O", "C", "O", "C", "C", "C", "C", "O", "N", "C", "C", "C", "C", "C", "C", "O", "N", "C", "C", "C", "C", "C", "H", "H", "H", "H", "H", "H", "H", "H", "H", "H", "H", "H", "H", "H", "H", "H", "H", "H", "H", "H", "H", "H", "H", "H", "H", "H", "H", "H"], "positions_angstrom": [[-5.471, -1.752, 0.539], [-5.486, -0.334, 0.450], [-4.504, 0.334, 1.046], [-3.695, -0.162, 1.790], [-4.568, 1.807, 0.699], [-4.543, 2.031, -0.817], [-3.183, 1.713, -1.447], [-2.830, 0.248, -1.238], [-3.473, -0.613, -1.823], [-1.800, -0.077, -0.430], [-1.028, 0.777, 0.445], [0.467, 0.566, 0.208], [0.844, -0.895, 0.447], [2.328, -1.173, 0.188], [3.271, -0.512, 1.208], [3.671, 0.894, 0.811], [3.153, 1.896, 1.264], [4.656, 0.992, -0.116], [5.457, -0.061, -0.646], [6.648, -0.553, 0.135], [6.842, 0.262, -1.107], [-0.031, -1.768, -0.457], [-1.508, -1.481, -0.208], [-4.912, -2.143, -0.314], [-6.506, -2.084, 0.497], [-4.999, -2.068, 1.471], [-5.505, 2.198, 1.100], [-3.737, 2.315, 1.189], [-4.794, 3.074, -1.026], [-5.301, 1.395, -1.277], [-3.269, 1.856, -2.527], [-2.423, 2.395, -1.074], [-1.274, 1.825, 0.293], [-1.281, 0.516, 1.480], [1.027, 1.222, 0.872], [0.709, 0.838, -0.823], [0.620, -1.146, 1.490], [2.580, -0.843, -0.822], [2.480, -2.255, 0.230], [2.776, -0.458, 2.178], [4.176, -1.112, 1.312], [4.927, 1.939, -0.344], [4.898, -0.796, -1.216], [6.883, -1.606, 0.108], [6.852, -0.080, 1.084], [7.214, -0.224, -1.995], [7.186, 1.280, -0.992], [0.162, -2.826, -0.270], [0.204, -1.559, -1.503], [-2.134, -2.061, -0.888], [-1.774, -1.732, 0.826]], "forces_ev_per_angstrom": [[0.170, -0.407, 0.112], [-0.325, 0.203, -0.157], [0.070, 0.333, 0.458], [-0.018, -0.093, 0.052], [-0.032, -0.101, -0.212], [0.056, 0.047, 0.029], [-0.185, -0.058, -0.020], [0.198, 0.305, -0.302], [-0.358, -0.046, -0.209], [0.209, -0.214, 0.083], [0.289, 0.329, 0.019], [-0.194, -0.055, 0.386], [0.172, -0.012, -0.520], [-0.173, -0.020, 0.268], [-0.034, 0.069, -0.054], [0.006, -0.252, 0.259], [-0.160, 0.253, 0.205], [0.483, 0.518, -0.381], [-0.024, -0.348, 0.074], [-0.001, -0.152, 0.041], [-0.024, 0.044, -0.071], [-0.108, 0.112, 0.375], [-0.018, -0.420, -0.323], [-0.032, 0.025, 0.058], [0.044, 0.036, -0.004], [-0.103, -0.010, -0.101], [0.025, -0.008, 0.058], [-0.052, -0.068, 0.055], [-0.025, -0.054, -0.021], [0.001, 0.103, -0.030], [0.099, -0.056, 0.063], [-0.009, 0.019, -0.039], [-0.053, -0.083, 0.053], [-0.013, 0.094, -0.046], [0.003, 0.033, -0.036], [0.058, 0.044, -0.071], [-0.002, -0.012, 0.055], [0.007, -0.069, -0.112], [0.023, -0.009, -0.082], [0.086, 0.053, 0.003], [0.000, -0.010, 0.045], [-0.184, -0.088, 0.024], [0.150, -0.022, -0.033], [0.008, -0.096, -0.080], [-0.067, 0.115, 0.053], [-0.045, -0.057, -0.055], [-0.018, 0.103, 0.066], [0.030, -0.060, -0.026], [0.032, -0.022, -0.079], [0.069, 0.066, 0.195], [-0.031, -0.003, -0.025]], "nbo_charge": [-0.272, -0.509, 0.811, -0.621, -0.509, -0.380, -0.492, 0.687, -0.664, -0.438, -0.212, -0.419, -0.220, -0.370, -0.514, 0.695, -0.629, -0.622, -0.068, -0.431, -0.414, -0.391, -0.233, 0.210, 0.191, 0.203, 0.239, 0.222, 0.210, 0.232, 0.239, 0.204, 0.207, 0.210, 0.247, 0.195, 0.195, 0.199, 0.208, 0.233, 0.226, 0.404, 0.208, 0.218, 0.223, 0.223, 0.217, 0.207, 0.200, 0.246, 0.200], "e_above_lowest_ev": 0.223, "smiles": "COC(=O)CCCC(=O)N1CCC(CCC(=O)NC2CC2)CC1", "charge": 0, "orbital_gap_ev": 9.732}